Below is a 7-piece molecular cluster, C41H41NO12 overall at a distorted geometry, with properties calculated with ωB97M-V/def2-TZVPD.

Spin multiplicity: 1
Gap between HOMO and LUMO, eV: 7.95
E_LUMO, eV: -0.10
Total charge: 0
E_tot, eV: -69227.7948
Energy above the lowest of the compared OMol25 structures with the same formula, charge and spin, kcal per mole: 40.5

Geometry as XYZ:
```
95
Properties=species:S:1:pos:R:3:mulliken_charge:R:1
O 3.048 -3.643 -8.186 -0.531
O 3.381 -5.186 -2.708 -0.513
O 1.303 -3.817 -1.158 -0.307
O -1.489 2.049 4.740 -0.460
O -2.962 1.605 -1.569 -0.561
O 1.951 -1.662 0.358 -0.547
O 3.084 4.544 2.593 -0.544
O 0.228 5.940 -0.207 -0.330
O -0.657 3.053 -1.097 -0.684
O -5.095 -0.636 3.143 -0.548
O -2.823 -7.338 0.310 -0.580
O -4.883 7.967 -1.585 -0.513
N 3.086 -1.194 3.339 -0.458
C 4.321 -3.210 2.627 -0.339
C -0.060 -5.790 -1.518 -0.644
C -3.699 7.456 -1.222 0.890
C -2.917 1.348 0.870 0.499
C 1.915 2.760 3.750 -0.690
C -0.078 1.924 -0.761 0.396
C 4.210 -1.746 2.818 -0.325
C -1.050 -6.765 -1.244 -1.010
C -5.102 -0.319 0.811 -0.910
C 2.797 -3.425 -4.225 -0.546
C 1.371 -0.483 -0.028 0.937
C 0.589 4.632 2.969 -0.361
C 3.257 -4.737 -4.027 0.768
C -1.171 7.738 -0.999 -0.645
C -4.664 0.033 2.022 0.445
C 0.300 -4.644 -0.806 0.501
C 2.034 -3.390 3.524 -0.261
C -3.470 1.178 -0.421 -0.006
C -4.634 0.354 -0.339 -0.742
C -1.481 -5.387 0.702 -0.825
C 3.250 -4.023 3.115 -0.606
C -3.474 6.075 -0.819 -0.464
C 3.663 -5.585 -5.035 -0.519
C 1.942 4.034 3.010 0.591
C 0.687 1.949 0.392 -0.004
C 1.475 0.653 0.755 -0.449
C -0.954 6.496 -0.379 0.604
C 0.699 2.128 4.239 -0.285
C -0.340 -4.444 0.360 -0.264
C 2.055 -1.944 3.615 0.215
C -1.724 -6.557 0.000 0.490
C -2.541 8.223 -1.326 -0.625
C -0.636 3.981 3.573 -0.998
C -0.051 0.782 -1.585 -0.317
C 3.470 -5.219 -6.370 -0.324
C 2.845 -2.981 -5.733 -0.835
C 3.159 -3.969 -6.781 0.471
C 0.674 -0.374 -1.209 -0.212
C -2.194 5.659 -0.320 -1.038
C -3.583 0.863 2.158 -1.450
C -0.474 2.724 4.130 0.884
H -1.404 -7.558 -1.782 0.504
H -5.011 0.166 -1.237 0.594
H 1.257 -3.072 -0.465 0.242
H -1.693 2.460 5.481 0.278
H 1.111 -1.396 4.105 0.138
H 0.776 -1.113 -2.082 0.138
H -3.201 1.110 2.943 0.984
H -3.399 -7.520 -0.437 0.317
H -5.833 -0.982 0.772 0.664
H 0.675 2.926 0.908 -0.125
H 1.015 1.187 4.760 0.368
H 1.069 -3.987 3.716 0.335
H -2.040 1.972 1.100 0.333
H 4.206 -6.498 -4.784 0.379
H 4.998 -1.094 2.683 0.491
H -4.416 5.370 -0.576 0.236
H -0.345 8.584 -1.178 0.129
H -0.564 0.700 -2.596 0.245
H -5.677 -0.186 3.734 0.317
H -4.664 8.815 -2.048 0.293
H 0.901 6.385 -0.526 0.188
H 2.312 -1.498 1.245 -0.110
H -0.158 3.884 -0.816 0.256
H -2.744 9.396 -1.825 -0.044
H 0.426 -6.010 -2.300 0.782
H 3.387 -4.967 2.874 0.544
H 2.862 5.469 2.197 0.358
H -1.889 -5.129 1.662 0.369
H 2.763 -2.689 -3.450 0.430
H -0.255 -3.577 0.953 0.617
H 2.965 -4.548 -2.193 0.198
H 2.521 -2.154 -6.127 0.464
H 2.807 -2.726 -8.397 0.304
H 2.916 2.186 3.674 0.232
H -2.106 4.980 0.170 1.366
H 0.545 5.625 2.473 0.145
H 3.786 -5.987 -7.150 0.268
H -2.365 2.302 -1.458 0.365
H 5.237 -3.751 2.302 0.379
H 2.095 0.657 1.721 0.112
H -1.477 4.626 3.724 0.496
```